(1)
A structure of composition C25H28CoGeN2O7P2S2Se4Te. Source: OMol25; level of theory: ωB97M-V/def2-TZVPD.

Structure (XYZ):
```
73
Properties=species:S:1:pos:R:3:forces:R:3
Co -0.829 -0.954 -0.556 0.046 -0.354 -0.827
S 0.539 -1.865 6.363 0.001 0.023 0.001
C 1.913 -2.858 6.600 -0.008 -0.001 -0.022
C 2.363 -3.371 5.424 0.015 -0.017 0.030
C 1.587 -2.958 4.308 0.010 -0.024 -0.058
C 0.555 -2.134 4.656 -0.005 0.033 0.060
C -0.439 -1.528 3.769 0.022 -0.028 -0.038
C -0.242 -1.615 2.368 0.100 -0.092 -0.065
N -1.079 -1.100 1.502 -0.087 0.169 0.242
C -2.177 -0.460 1.945 -0.056 -0.049 -0.028
C -2.465 -0.313 3.300 -0.099 0.059 0.006
C -3.653 0.404 3.672 0.035 -0.009 0.058
C -4.474 0.945 2.744 -0.071 0.046 -0.013
C -4.192 0.821 1.340 0.017 -0.035 0.103
C -4.971 1.386 0.319 0.000 0.028 0.095
C -4.608 1.223 -0.999 0.022 -0.017 -0.056
C -3.455 0.461 -1.273 0.018 -0.079 -0.167
N -2.717 -0.064 -0.333 -0.033 0.143 0.359
C -3.053 0.111 0.956 -0.029 -0.076 0.020
C -5.353 1.811 -2.119 -0.060 0.009 0.029
C -4.935 1.979 -3.408 0.065 -0.014 -0.004
C -5.917 2.585 -4.235 -0.007 0.041 -0.030
C -7.064 2.874 -3.565 0.022 0.001 0.014
S -6.963 2.401 -1.923 -0.006 -0.017 0.011
C -1.557 -0.872 4.218 -0.093 0.017 0.013
H 2.310 -3.012 7.590 0.003 0.003 0.002
H 3.216 -4.030 5.347 -0.001 -0.001 -0.002
H 1.759 -3.290 3.291 -0.018 -0.018 0.006
H 0.636 -2.095 1.955 0.003 0.030 -0.002
H -3.880 0.507 4.727 -0.006 -0.001 -0.003
H -5.362 1.487 3.047 0.001 -0.006 0.002
H -5.849 1.967 0.581 0.002 -0.002 0.015
H -3.123 0.262 -2.287 0.007 -0.012 0.011
H -3.952 1.690 -3.757 -0.006 -0.009 -0.008
H -5.767 2.800 -5.284 0.000 -0.004 0.000
H -7.960 3.338 -3.945 -0.007 -0.012 -0.004
H -1.756 -0.781 5.281 -0.016 -0.002 -0.002
Se -2.491 -3.211 -1.641 0.210 0.110 -0.105
Se -3.638 -4.310 -0.032 -0.213 0.068 0.224
Te -0.032 -4.811 1.059 0.062 -0.031 0.095
Se -0.072 -3.334 -0.948 0.096 -0.028 0.060
O -1.101 1.447 -3.974 -0.007 -0.007 0.004
P -0.030 0.335 -3.460 -0.114 -0.055 0.009
O 0.751 -0.173 -4.593 0.016 0.047 -0.018
O -0.778 -0.609 -2.546 0.131 0.201 -0.151
O 0.931 1.260 -2.504 -0.005 0.021 0.043
P 0.560 1.937 -1.094 0.045 -0.034 -0.081
O -0.770 2.827 -1.510 -0.037 0.013 0.054
O 1.633 2.870 -0.692 -0.012 0.016 0.027
O 0.050 0.888 -0.147 -0.012 -0.063 0.070
H -1.308 2.036 -3.230 0.027 0.022 0.004
H -0.481 3.744 -1.578 0.015 -0.003 -0.020
C 4.233 -0.525 -3.424 0.007 0.007 -0.001
Ge 5.180 0.031 -1.816 0.003 -0.011 -0.015
C 4.886 1.924 -1.441 0.011 -0.003 0.007
C 7.120 -0.240 -2.091 0.004 0.010 -0.003
C 4.636 -1.120 -0.321 0.020 -0.013 -0.014
Se 2.746 -0.889 0.117 -0.033 -0.026 0.073
C 2.937 0.593 1.359 0.029 0.004 -0.032
H 4.521 0.104 -4.269 0.001 -0.002 -0.002
H 3.153 -0.438 -3.304 -0.006 0.007 -0.003
H 4.470 -1.561 -3.671 -0.007 -0.003 0.007
H 5.241 2.513 -2.290 -0.001 0.001 -0.001
H 5.441 2.238 -0.554 -0.004 -0.001 0.002
H 3.827 2.145 -1.293 -0.003 -0.001 0.001
H 7.477 0.365 -2.927 0.001 -0.002 -0.001
H 7.336 -1.287 -2.310 -0.002 0.000 0.000
H 7.681 0.047 -1.199 0.002 0.000 -0.001
H 5.235 -0.980 0.581 -0.009 0.025 0.003
H 4.745 -2.163 -0.625 0.002 -0.004 0.009
H 3.413 1.443 0.877 -0.009 0.008 0.005
H 3.490 0.271 2.241 0.008 0.004 -0.004
H 1.923 0.881 1.627 0.001 0.001 0.007
```
Positions in Å, forces in eV/Å.

Output
LUMO energy (alpha / beta) in eV: 3.35 / 3.35
<S²>: 3.76
E in Eh: -16418.684090
Largest force on an atom in Eh/bohr: 0.0175
Total charge: -2
Energy above the lowest of the compared OMol25 structures with the same formula, charge and spin in eV: 0.000
HOMO energy (alpha / beta) in Eh: -0.0227 / -0.0264
Kohn-Sham gap (alpha / beta) in eV: 3.97 / 4.07
Molecular weight in Da: 1169.571
Spin multiplicity: 4

***

(2)
A structure of composition C25H28CrN7O3S5. Source: OMol25; level of theory: ωB97M-V/def2-TZVPD.

Structure (XYZ):
```
69
Properties=species:S:1:pos:R:3:forces:R:3
Cr -0.086 -0.500 -0.039 0.502 -0.438 0.501
S -1.161 2.916 -1.043 -0.595 0.544 -0.594
C -0.732 1.674 -2.163 0.145 -0.132 -0.195
N -0.155 0.499 -1.960 -0.275 0.150 0.041
C 0.145 -0.140 -3.187 -0.065 0.077 0.091
C 0.859 -1.325 -3.374 0.010 0.017 0.025
C 1.059 -1.798 -4.656 -0.001 -0.003 -0.001
C 0.565 -1.119 -5.771 -0.010 -0.001 0.027
C -0.120 0.068 -5.609 -0.007 0.006 0.008
C -0.310 0.545 -4.316 0.032 0.036 -0.024
S -1.047 2.032 -3.832 -0.015 0.020 -0.031
H 1.263 -1.857 -2.531 0.025 -0.006 0.063
H 1.613 -2.718 -4.791 -0.003 0.009 -0.005
H 0.728 -1.516 -6.764 0.004 0.001 0.005
H -0.493 0.621 -6.460 0.004 -0.004 -0.002
N 0.497 1.369 0.697 0.589 -0.393 0.402
C -0.131 1.627 1.987 0.107 -0.086 -0.085
C 0.406 2.811 2.791 0.049 -0.015 -0.131
C 1.918 3.057 2.733 -0.062 0.096 -0.050
C 2.509 3.711 1.445 -0.066 -0.088 0.011
N 1.564 4.324 0.506 0.095 -0.067 0.100
C 0.975 5.493 0.667 -0.092 -0.070 0.098
N 0.125 5.929 -0.262 0.015 0.015 -0.167
N 1.234 6.246 1.745 0.020 0.001 -0.076
C -0.138 0.281 2.734 -0.048 0.111 0.107
O -0.129 0.235 3.947 0.033 -0.067 -0.024
O -0.244 -0.731 1.926 -0.152 0.108 -0.345
H 1.507 1.337 0.762 0.063 0.019 0.066
H 0.150 2.028 -0.001 0.197 0.257 0.113
H -1.187 1.819 1.774 -0.006 0.031 -0.061
H 0.132 2.603 3.826 0.055 0.039 0.054
H -0.119 3.726 2.503 -0.073 -0.002 -0.057
H 2.439 2.114 2.917 0.076 0.031 -0.058
H 2.179 3.702 3.575 -0.020 -0.042 0.049
H 3.074 2.990 0.858 -0.072 -0.068 -0.012
H 3.238 4.476 1.717 0.047 -0.007 0.022
H 1.233 3.788 -0.291 -0.101 -0.127 0.089
H -0.174 5.289 -0.998 -0.079 -0.026 0.169
H -0.419 6.759 -0.108 -0.022 -0.023 -0.001
H 1.855 5.919 2.462 -0.004 -0.033 0.032
H 0.811 7.148 1.858 -0.003 0.004 -0.002
S 2.163 -1.033 -0.046 -0.382 -0.025 -0.099
C 2.093 -2.778 0.023 0.055 0.015 -0.047
C 3.241 -3.504 0.346 0.001 0.052 -0.006
C 3.236 -4.886 0.374 0.101 -0.070 0.041
C 4.444 -5.590 0.716 -0.097 0.041 -0.036
N 5.420 -6.133 0.987 -0.002 0.008 0.004
C 2.054 -5.579 0.067 -0.014 -0.135 0.008
C 0.913 -4.866 -0.256 -0.064 0.038 -0.025
C 0.905 -3.470 -0.278 0.010 -0.061 -0.064
S -0.577 -2.631 -0.700 0.063 0.177 0.280
C 2.011 -7.017 0.082 0.060 0.114 -0.013
N 1.972 -8.166 0.083 -0.032 0.000 0.007
H 4.154 -2.972 0.580 -0.005 0.004 -0.002
H 0.003 -5.402 -0.492 0.006 0.001 -0.003
O -2.152 -0.076 0.049 -0.031 -0.056 -0.158
S -3.040 -0.266 1.270 0.143 0.052 -0.065
C -3.060 -2.018 1.733 -0.042 -0.001 0.041
C -4.127 -2.686 0.881 0.005 0.045 -0.014
C -5.299 -1.706 0.882 0.027 -0.017 0.009
C -4.697 -0.351 0.522 -0.036 -0.014 0.012
H -3.316 -2.014 2.796 -0.013 -0.045 -0.013
H -2.046 -2.392 1.612 0.005 0.024 -0.004
H -4.396 -3.665 1.276 -0.002 0.003 0.012
H -3.745 -2.826 -0.133 -0.001 -0.020 0.003
H -5.744 -1.669 1.879 -0.026 0.000 -0.011
H -6.087 -1.978 0.180 0.015 -0.001 -0.020
H -5.280 0.512 0.837 -0.013 -0.018 0.014
H -4.477 -0.271 -0.543 -0.029 0.013 -0.002
```
Positions in Å, forces in eV/Å.

Output
LUMO energy (alpha / beta) in eV: -0.69 / -0.69
<S²>: 0.79
E in Eh: -4613.986581
Largest force on an atom in Eh/bohr: 0.0195
Energy above the lowest of the compared OMol25 structures with the same formula, charge and spin in eV: 0.000
HOMO energy (alpha / beta) in Eh: -0.2715 / -0.2701
Kohn-Sham gap (alpha / beta) in eV: 6.70 / 6.66
Molecular weight in Da: 686.876
Spin multiplicity: 2

***

(3)
The ion C25H28F2N with charge +1. Source: OMol25; level of theory: ωB97M-V/def2-TZVPD.

Structure (XYZ):
```
56
Properties=species:S:1:pos:R:3:forces:R:3
F 2.528 -0.791 -4.635 -1.085 0.083 0.195
C 1.197 -0.493 -4.501 0.090 -0.381 0.405
C 0.553 0.115 -5.574 -0.042 0.111 0.046
C -0.797 0.431 -5.443 -0.332 -0.290 -0.279
C -1.485 0.125 -4.275 0.771 0.502 0.785
C -0.808 -0.381 -3.135 0.777 0.221 -1.156
C -1.646 -0.543 -1.954 -0.916 -2.948 1.905
C -1.387 -1.092 -0.703 -0.498 1.156 -0.719
C -0.063 -1.043 0.063 0.495 -1.507 -1.429
C -0.036 -2.529 0.689 0.624 1.168 -0.322
C 0.447 -3.632 -0.036 -0.241 0.545 0.364
C 0.501 -4.885 0.604 -0.527 1.043 -0.477
C 0.038 -5.050 1.915 0.590 0.224 -0.595
C -0.466 -3.951 2.585 -0.058 0.153 0.670
F -0.872 -4.087 3.898 0.332 0.172 -1.464
C -0.514 -2.689 1.997 -0.463 -0.109 0.387
C 0.472 -0.078 1.181 1.257 1.278 -0.119
C 1.907 -0.579 1.568 0.596 -1.675 2.032
C 2.563 -0.001 2.877 -0.751 -0.230 -0.009
C 2.795 1.479 2.736 0.241 -0.130 -0.301
C 1.575 2.207 2.183 -0.238 1.592 -0.284
C 0.536 1.495 1.275 -1.784 -0.334 1.072
N -0.505 2.226 0.944 1.605 0.593 0.468
C -0.645 3.697 1.275 0.102 -0.821 -0.075
C -1.929 4.160 0.599 0.379 0.763 0.353
C -2.621 2.950 0.008 -0.115 -0.262 0.116
C -1.644 1.780 0.187 -1.321 -1.356 -1.638
C 0.550 -0.820 -3.294 -0.840 1.454 -0.997
H 1.080 0.335 -6.503 -0.002 -0.111 0.400
H -1.348 0.886 -6.278 0.397 -0.255 0.382
H -2.538 0.373 -4.162 0.161 -0.028 -0.171
H -2.738 -0.566 -2.204 0.992 -0.134 0.074
H -2.162 -1.751 -0.227 0.294 1.468 -0.259
H 0.685 -0.810 -0.686 0.355 -1.100 -0.359
H 0.757 -3.462 -1.088 -0.087 -0.408 0.868
H 0.864 -5.711 0.016 0.120 -0.293 0.229
H 0.180 -6.001 2.388 -0.280 -0.235 0.312
H -0.946 -1.865 2.609 0.429 -0.761 -0.543
H -0.287 -0.338 1.879 -0.066 0.480 1.854
H 2.713 -0.613 0.814 -0.882 0.555 -0.413
H 1.806 -1.642 1.854 -0.094 0.418 -0.509
H 3.516 -0.507 3.151 -0.709 0.124 -0.542
H 1.885 -0.178 3.743 0.237 0.030 -0.520
H 3.106 1.894 3.691 -0.257 0.269 0.112
H 3.630 1.695 2.075 0.186 -0.294 -0.236
H 1.071 2.742 3.060 0.050 -0.873 -1.330
H 1.974 3.060 1.556 -0.567 -0.660 0.548
H -0.683 3.791 2.355 -0.024 -0.051 0.204
H 0.234 4.225 0.934 0.215 0.050 -0.129
H -2.541 4.649 1.352 -0.137 0.107 -0.108
H -1.684 4.904 -0.156 -0.074 0.000 -0.053
H -3.554 2.748 0.541 0.106 -0.004 -0.187
H -2.854 3.112 -1.049 -0.006 -0.162 0.273
H -1.329 1.420 -0.821 0.036 0.338 1.047
H -2.177 0.910 0.646 0.762 0.619 -0.083
H 1.097 -1.322 -2.524 0.198 -0.107 0.201
```
Positions in Å, forces in eV/Å.

Output
LUMO energy in eV: -3.69
E in Eh: -1223.585641
Largest force on an atom in Eh/bohr: 0.0705
Total charge: +1
HOMO energy in Eh: -0.4004
SMILES: Fc1cccc(/C=C\[C@H](c2cccc(F)c2)[C@H]2CCCCC2=[N+]2CCCC2)c1
Kohn-Sham gap in eV: 7.21
Molecular weight in Da: 380.502